ORCA calculation (ωB97M-V/def2-TZVPD) on 15 unconnected molecules or ions with the total composition ClH28O18.

## Properties
Net charge ... -1
ΔE to the lowest compared entry with this formula, charge and spin ... 0.0 kJ/mol
Orbital gap ... 0.365 hartree
Calculated total energy ... -49828.4389 eV
Highest occupied orbital energy ... -7.80 eV

```
47
Properties=species:S:1:pos:R:3:forces:R:3
Cl -28.96943 13.81983 -14.25615 -1.13 -1.41 -1.82
O -30.41465 13.43256 -14.45083 2.91 0.79 0.71
O -28.17264 12.71103 -13.63289 -1.04 1.96 -0.50
O -28.39228 14.04984 -15.61325 -0.92 0.60 2.66
O -28.89587 15.02969 -13.41815 0.12 -1.44 -0.85
O -30.27400 10.87174 -15.95342 -0.50 0.08 0.95
H -29.88667 10.59614 -15.08990 0.06 -0.29 -0.28
H -30.94473 11.45317 -15.55121 0.19 0.11 -0.79
O -26.31129 10.61192 -12.38353 -0.77 -1.27 0.61
H -26.03225 11.36868 -11.89162 0.14 0.47 0.53
H -26.13714 10.82515 -13.30989 0.23 -0.24 -0.36
O -30.83023 12.52405 -11.83825 0.23 -2.40 0.29
H -30.93416 13.42230 -11.62945 -0.20 2.21 0.76
H -30.99696 12.48084 -12.76996 -0.09 -0.15 -0.75
O -30.62259 15.20156 -11.17713 -2.47 0.13 -1.77
H -29.94781 15.26440 -10.55743 2.15 0.13 1.48
H -30.26939 15.40352 -12.05723 0.27 -0.03 0.42
O -25.06589 12.95105 -12.34858 -0.16 1.62 1.49
H -25.38941 12.49110 -13.09017 -0.91 -0.66 -1.81
H -24.19679 12.61411 -12.24994 1.43 -0.37 0.29
O -26.62681 15.32576 -11.12138 1.28 2.66 0.65
H -25.73051 15.20304 -10.78928 -0.41 -0.52 -0.19
H -27.06308 14.53335 -11.33165 -0.92 -2.31 0.00
O -28.16441 13.07208 -10.67665 1.00 0.58 1.32
H -28.42130 12.71981 -11.50028 -1.54 -0.56 -1.96
H -27.39552 12.51896 -10.54352 0.43 -0.16 0.68
O -27.76476 11.75137 -16.86021 1.25 -0.12 0.17
H -28.58321 11.44375 -16.49837 -1.50 -0.75 -0.06
H -27.74630 12.61298 -16.43070 0.43 0.48 -0.40
O -27.78451 16.99663 -15.02268 0.63 1.33 -0.26
H -27.88123 17.38521 -14.14153 0.23 0.17 0.04
H -28.22428 16.17491 -14.92900 -0.85 -1.13 -0.30
O -25.81993 15.12325 -13.97634 0.91 0.05 -0.99
H -26.60089 15.66761 -13.93756 -0.44 0.50 0.18
H -25.72461 14.61341 -13.18230 -0.16 -0.23 0.63
O -25.74476 14.28722 -16.66978 0.17 -0.28 -0.37
H -24.84095 14.60826 -16.73011 -0.08 0.08 0.08
H -26.09215 14.67931 -15.85833 0.12 0.00 0.19
O -25.70560 10.98875 -14.87385 -0.01 -0.80 0.62
H -26.59791 11.11802 -15.22784 0.02 0.47 -0.91
H -25.16301 11.72139 -15.13343 0.04 0.74 -0.78
O -29.35283 10.30899 -13.46014 0.57 -0.70 -0.35
H -28.80423 9.54956 -13.71949 -0.25 0.15 0.38
H -28.70139 11.02895 -13.38566 -0.32 0.00 0.22
O -27.09661 17.58203 -12.41964 -0.09 0.32 0.17
H -26.16359 17.75074 -12.46870 0.79 0.97 -0.55
H -26.97494 16.70819 -12.02892 -0.85 -0.80 0.55
```
Positions in Å, forces in eV/Å.

ORCA calculation (ωB97M-V/def2-TZVPD) on 2 unconnected molecules or ions with the total composition ClH2N2P.

## Properties
ΔE to the lowest compared entry with this formula, charge and spin ... 492.1 kJ/mol
Orbital gap (alpha / beta) ... 0.244 / 0.232 hartree
Calculated total energy ... -24819.3140 eV
Highest occupied orbital energy (alpha / beta) ... -7.43 / -7.24 eV

```
6
Properties=species:S:1:pos:R:3:forces:R:3
N -0.82462 0.25991 0.04004 -0.93 -1.17 -1.08
N -0.58221 -0.13474 -1.12661 5.64 0.46 2.39
P 1.03957 -0.48032 1.49841 -0.99 0.26 -1.19
Cl 0.91731 1.09266 2.73362 0.04 0.32 0.33
H 0.53688 -0.19857 -1.23076 -2.60 -0.29 -0.84
H -1.08693 -0.53895 -1.91470 -1.17 0.40 0.39
```
Positions in Å, forces in eV/Å.

ORCA calculation (ωB97M-V/def2-TZVPD) on 2 unconnected molecules or ions with the total composition ClH2NO2P.

## Properties
Net charge ... -1
ΔE to the lowest compared entry with this formula, charge and spin ... 585.7 kJ/mol
Orbital gap (alpha / beta) ... 0.218 / 0.226 hartree
Calculated total energy ... -27427.8165 eV
Highest occupied orbital energy (alpha / beta) ... -2.05 / -2.27 eV

```
7
Properties=species:S:1:pos:R:3:forces:R:3
N -0.37887 0.47495 0.15883 -2.17 -1.80 0.78
O 0.87338 -0.33996 0.10609 -1.98 -1.26 0.63
O -3.16564 1.31966 0.66632 -0.24 1.40 0.76
P -3.01697 0.54584 -0.55876 1.76 -0.04 -0.46
Cl -3.65568 -1.32368 0.09686 -0.19 -1.29 -0.05
H -0.18474 1.42066 -0.04313 1.21 1.28 -0.60
H 0.40675 -1.12766 0.55097 1.61 1.71 -1.05
```
Positions in Å, forces in eV/Å.

ORCA calculation (ωB97M-V/def2-TZVPD) on 2 unconnected molecules or ions with the total composition ClH2NO2S.

## Properties
ΔE to the lowest compared entry with this formula, charge and spin ... 281.8 kJ/mol
Orbital gap (alpha / beta) ... 0.221 / 0.331 hartree
Calculated total energy ... -28971.5561 eV
Highest occupied orbital energy (alpha / beta) ... -8.35 / -9.88 eV

```
7
Properties=species:S:1:pos:R:3:forces:R:3
N -1.35819 -0.43614 0.08007 1.79 2.53 0.94
O 0.93274 1.68091 0.13839 2.02 -1.61 0.60
O -2.16257 -1.28778 0.44484 -2.15 -2.75 -0.13
S 2.09694 0.77426 0.47420 -1.82 0.99 -1.41
Cl 2.46520 -0.47310 -1.18806 -0.20 0.61 0.82
H -0.87788 -0.41783 -0.82567 -0.26 -0.14 0.35
H -1.09624 0.15968 0.87623 0.62 0.38 -1.17
```
Positions in Å, forces in eV/Å.

ORCA calculation (ωB97M-V/def2-TZVPD) on a single ClH2NO2Si molecule.

## Properties
ΔE to the lowest compared entry with this formula, charge and spin ... 115.7 kJ/mol
Orbital gap ... 0.372 hartree
Calculated total energy ... -26015.0640 eV
Highest occupied orbital energy ... -10.99 eV
Structure (SMILES) ... O=[N+]([O-])[SiH2]Cl

```
7
Properties=species:S:1:pos:R:3:forces:R:3
O 1.44107 -2.29336 -0.75936 -0.07 0.79 0.41
N 1.57042 -1.28142 -0.11375 2.76 -0.55 4.76
O 2.03145 -1.25927 1.17083 -2.04 -0.24 -5.46
Si 1.20534 0.40614 -0.82835 -1.76 -0.90 -2.71
Cl 1.25690 1.60309 0.72604 0.14 0.94 0.53
H 1.83433 0.83162 -2.19765 0.25 -0.47 1.71
H -0.18129 0.04447 -1.37400 0.71 0.44 0.76
```
Positions in Å, forces in eV/Å.

ORCA calculation (ωB97M-V/def2-TZVPD) on a single ClH2NOS2 molecule.

## Properties
ΔE to the lowest compared entry with this formula, charge and spin ... 60.6 kJ/mol
Orbital gap ... 0.295 hartree
Calculated total energy ... -37761.1544 eV
Highest occupied orbital energy ... -9.12 eV

```
7
Properties=species:S:1:pos:R:3:forces:R:3
N -0.09172 -1.20424 -0.17172 -0.09 -1.23 -2.55
O -2.15717 -0.05983 0.57008 -0.96 0.72 -0.39
S 0.22446 1.83607 -0.08912 -0.33 0.40 0.03
S -0.77060 -0.11606 0.91187 2.83 -0.70 -1.24
Cl 2.24829 2.28820 0.16893 -1.00 -0.74 0.21
H 0.91637 -1.39860 -0.14579 -0.54 0.49 0.64
H -0.36962 -1.34554 -1.24425 0.09 1.07 3.31
```
Positions in Å, forces in eV/Å.

ORCA calculation (ωB97M-V/def2-TZVPD) on 2 unconnected molecules or ions with the total composition ClH2O.

## Properties
Net charge ... -1
ΔE to the lowest compared entry with this formula, charge and spin ... 29.6 kJ/mol
Orbital gap ... 0.285 hartree
Calculated total energy ... -14604.4754 eV
Highest occupied orbital energy ... -3.64 eV

```
4
Properties=species:S:1:pos:R:3:forces:R:3
O -0.93772 -0.01372 0.52820 -0.30 1.00 -0.72
H -1.56231 0.67351 0.20284 0.78 -0.76 0.31
H -0.11676 0.12956 0.00500 -0.27 -0.39 0.41
Cl 2.61679 -0.78936 -0.73604 -0.21 0.14 0.00
```
Positions in Å, forces in eV/Å.

ORCA calculation (ωB97M-V/def2-TZVPD) on 2 unconnected molecules or ions with the total composition ClH2O2P.

## Properties
ΔE to the lowest compared entry with this formula, charge and spin ... 125.4 kJ/mol
Orbital gap ... 0.348 hartree
Calculated total energy ... -25939.3679 eV
Highest occupied orbital energy ... -11.01 eV
Structure (SMILES) ... O=PCl.O

```
6
Properties=species:S:1:pos:R:3:forces:R:3
O 0.69260 1.28373 -0.31959 1.42 0.54 0.16
P 2.13764 1.04116 -0.11491 -1.84 -1.09 -0.21
Cl 2.15607 -1.07367 -0.02309 0.52 0.55 0.06
O -1.81168 -0.10593 0.32677 -0.74 -0.34 -0.05
H -2.29123 -0.84382 -0.08112 0.28 0.31 0.20
H -0.88340 -0.30146 0.21194 0.35 0.03 -0.17
```
Positions in Å, forces in eV/Å.

ORCA calculation (ωB97M-V/def2-TZVPD) on a single ClH2OP molecule.

## Properties
ΔE to the lowest compared entry with this formula, charge and spin ... 60.3 kJ/mol
Orbital gap ... 0.370 hartree
Calculated total energy ... -23891.1557 eV
Highest occupied orbital energy ... -9.98 eV
Structure (SMILES) ... OPCl

```
5
Properties=species:S:1:pos:R:3:forces:R:3
O -0.93781 0.46323 0.16547 0.90 -0.08 -1.99
P 0.17906 -0.71452 0.08055 1.10 0.72 0.82
Cl 2.30055 0.24869 0.01199 -2.22 -0.72 -0.20
H -1.31254 0.68703 0.96873 -0.81 0.66 2.84
H -0.22926 -0.68444 -1.22675 1.03 -0.59 -1.47
```
Positions in Å, forces in eV/Å.

ORCA calculation (ωB97M-V/def2-TZVPD) on a single ClH2OPS molecule.

## Properties
ΔE to the lowest compared entry with this formula, charge and spin ... 0.0 kJ/mol
Orbital gap ... 0.381 hartree
Calculated total energy ... -34727.9855 eV
Highest occupied orbital energy ... -9.63 eV
Structure (SMILES) ... OP(S)Cl

```
6
Properties=species:S:1:pos:R:3:forces:R:3
O 1.06147 0.83295 -0.48016 0.39 0.09 -0.12
P 0.43015 -0.64834 -0.39211 0.49 -0.01 0.86
S -0.98320 -0.41989 1.20867 -0.33 0.00 -0.51
Cl -0.87720 -0.59351 -1.93447 -0.68 -0.02 -0.50
H 0.44847 1.57591 -0.52825 -0.14 0.02 0.06
H -0.07969 -0.74711 2.12632 0.27 -0.09 0.21
```
Positions in Å, forces in eV/Å.

Question: Which of these has the highest calculated total energy?
Answer: ClH2O

Question: Which of these has the highest calculated total energy?
Answer: ClH2O